# 1
Below is 3 unconnected molecules or ions with the total composition C12H15F9O6, with properties calculated with wB97M-V/def2-TZVPD.

2S+1 ... 1
Energy above the lowest of the compared OMol25 structures with the same formula, charge and spin ... 9.7 kJ/mol
Structure (SMILES) ... CCOC(=O)C(F)(F)F.CCOC(=O)C(F)(F)F.CCOC(=O)C(F)(F)F
E_HOMO ... -11.275 eV

Element x y z (Å)
C 0.122 -1.442 3.468
C 0.819 -0.331 2.707
O 0.089 -0.047 1.487
C 0.636 -0.418 0.350
O 1.734 -0.860 0.173
C -0.323 -0.196 -0.839
F 0.192 0.744 -1.648
F -0.447 -1.324 -1.539
F -1.540 0.201 -0.470
H -0.664 -1.023 4.100
H 0.811 -1.987 4.107
H -0.408 -2.088 2.767
H 1.861 -0.498 2.457
H 0.787 0.606 3.260
C -4.447 -1.751 -1.411
C -4.545 -0.401 -2.068
O -5.453 -0.386 -3.173
C -4.975 -0.686 -4.361
O -3.885 -1.107 -4.614
C -6.059 -0.474 -5.439
F -6.885 -1.531 -5.447
F -6.786 0.620 -5.222
F -5.500 -0.377 -6.639
H -3.763 -1.728 -0.567
H -4.209 -2.592 -2.063
H -5.444 -2.034 -1.043
H -3.567 -0.075 -2.438
H -4.871 0.346 -1.350
C 5.497 0.258 0.260
C 5.122 1.708 0.444
O 5.175 2.046 1.862
C 4.046 1.991 2.526
O 2.964 1.715 2.092
C 4.273 2.244 4.033
F 4.279 1.064 4.673
F 5.428 2.859 4.289
F 3.286 2.983 4.530
H 4.880 -0.348 0.927
H 6.541 0.093 0.525
H 5.310 -0.076 -0.757
H 4.115 1.895 0.078
H 5.807 2.408 -0.027

# 2
Below is a molecular structure, C12H15FNO, with properties calculated with wB97M-V/def2-TZVPD.

Net charge ... +1
2S+1 ... 3
E_HOMO (spin up / spin down) ... -11.850 / -13.216 eV

Element x y z (Å)
C 3.352 -0.513 0.027
C 2.994 0.593 -0.725
C 2.389 -1.171 0.781
C 1.631 0.997 -0.660
C 1.068 -0.715 0.975
C 0.717 0.403 0.208
C -0.841 -2.317 -1.487
C -1.515 -1.506 -0.691
C -0.778 2.302 -0.112
C -2.402 -2.171 0.408
C -0.337 3.217 1.006
C -1.569 0.064 -0.785
N -0.664 0.772 0.084
O -1.261 2.634 -1.137
F -1.369 0.662 1.650
H 4.359 -0.765 0.242
H 3.725 0.933 -1.373
H 2.812 -2.119 1.231
H 1.052 1.740 -1.217
H 0.341 -1.339 1.481
H -0.193 -2.022 -2.308
H -1.032 -3.428 -1.390
H -2.654 -3.268 0.362
H -3.441 -1.777 0.526
H -1.923 -1.923 1.336
H 0.450 2.708 1.643
H -1.208 3.231 1.735
H 0.019 4.189 0.809
H -1.127 0.218 -1.828
H -2.597 0.373 -0.791

# 3
Below is a molecular structure, C12H15IIrN3O3S, with properties calculated with wB97M-V/def2-TZVPD.

Net charge ... +1
2S+1 ... 6
E_HOMO (spin up / spin down) ... -7.325 / -10.922 eV

Element x y z (Å)
Ir 0.000 0.000 0.000
I 2.838 1.828 0.837
C 2.128 0.000 0.000
H 2.497 -0.853 0.606
H 2.497 -0.098 -1.041
O -4.556 -3.297 -0.665
C -3.225 -3.519 -0.716
C -2.762 -4.818 -0.984
C -1.397 -5.085 -1.045
C -0.481 -4.058 -0.839
C -0.925 -2.761 -0.572
C -2.300 -2.458 -0.503
C -2.785 -1.063 -0.216
O -3.986 -0.850 -0.169
O -1.970 0.000 0.000
H -5.206 -4.000 -0.806
H -3.465 -5.626 -1.146
H -1.049 -6.089 -1.252
H 0.580 -4.267 -0.887
H -0.172 -2.018 -0.424
C 1.613 6.128 0.237
C 0.437 5.547 1.006
C 0.007 4.236 0.437
N 0.612 3.089 0.663
N 0.000 2.044 0.000
C -1.046 2.428 -0.695
N -1.829 1.605 -1.417
S -1.364 4.113 -0.590
H 1.920 7.081 0.677
H 1.352 6.305 -0.812
H 2.474 5.451 0.259
H -0.391 6.266 1.007
H 0.727 5.401 2.054
H -1.736 0.616 -1.210
H -2.776 1.901 -1.616
H 0.000 -1.724 0.000

# 4
Below is a molecular structure, C12H15N2OPd, with properties calculated with wB97M-V/def2-TZVPD.

Net charge ... -2
2S+1 ... 4
E_HOMO (spin up / spin down) ... 2.550 / 1.001 eV

Element x y z (Å)
C -1.966 2.051 -1.927
C -2.812 0.893 -1.866
C -2.160 -0.174 -2.585
C -0.895 0.331 -3.057
C -0.780 1.701 -2.639
Pd -0.997 0.396 -1.044
N -0.283 1.534 0.590
C -1.049 1.083 1.690
C -2.082 0.213 0.957
H -2.499 -1.214 -2.605
H -3.752 0.817 -1.318
H -0.115 -0.263 -3.518
H 0.083 2.343 -2.769
H -2.200 3.014 -1.479
H -3.022 0.742 0.802
H -1.486 1.898 2.293
H 0.598 2.025 0.740
H -2.063 -0.841 1.240
H -0.440 0.463 2.374
O 1.087 -0.698 -1.022
N 1.616 -0.978 0.176
C 2.658 -0.214 0.622
C 3.529 -0.790 1.527
C 3.156 -1.973 2.196
C 1.923 -2.561 1.906
C 1.131 -2.019 0.902
H 2.819 0.718 0.091
H 4.483 -0.286 1.706
H 3.821 -2.406 2.954
H 1.540 -3.407 2.463
H 0.158 -2.400 0.599

# 5
Below is C12H15NO2 in the gas phase, with properties calculated with wB97M-V/def2-TZVPD.

2S+1 ... 1
Energy above the lowest of the compared OMol25 structures with the same formula, charge and spin ... 641.4 kJ/mol
Structure (SMILES) ... COC1=C(c2ccccc2)N(C)O[C@@H]1C
E_HOMO (spin up / spin down) ... -6.205 / -6.640 eV

Element x y z (Å)
C -3.831 -0.780 -0.219
C -2.902 -1.598 0.333
C -3.484 0.541 -0.422
C -1.611 -1.212 0.400
C -2.215 1.054 -0.148
C -1.269 0.130 0.185
C 0.119 0.487 0.137
C 1.608 -0.493 0.306
C 2.537 0.478 -0.307
C 2.814 0.161 -1.799
C 0.146 2.963 0.772
C 1.612 -2.702 0.962
N 0.605 1.729 0.189
O 2.099 1.812 -0.179
O 1.567 -1.729 -0.076
H -4.812 -1.113 -0.397
H -3.184 -2.649 0.469
H -4.135 1.291 -0.765
H -0.905 -2.003 0.602
H -1.820 2.048 -0.106
H 3.427 0.485 0.164
H 2.043 -0.472 -2.304
H 3.644 -0.490 -1.987
H 3.090 1.018 -2.490
H 0.886 3.352 1.474
H -0.095 3.788 0.043
H -0.801 2.742 1.386
H 2.091 -3.595 0.594
H 0.567 -2.868 1.299
H 2.207 -2.375 1.887

# 6
Below is C12H15NO4 in the gas phase, with properties calculated with wB97M-V/def2-TZVPD.

2S+1 ... 1
Energy above the lowest of the compared OMol25 structures with the same formula, charge and spin ... 423.3 kJ/mol
Structure (SMILES) ... CC1=CC(=O)[C@@]2(O[C@H]2C(=O)CC(C)C)C(=O)N1
E_HOMO ... -9.058 eV

Element x y z (Å)
O 1.073 -1.509 -3.660
O -0.995 0.691 0.130
O -1.397 -2.819 0.574
O 1.282 -1.022 -0.694
C 0.171 -0.912 -3.032
C -0.934 0.178 -1.012
C -0.210 -2.471 0.668
C -1.003 -0.491 -3.793
C -2.089 0.205 -3.171
N -1.923 0.701 -1.876
C -3.290 0.735 -3.938
C 0.248 -0.973 3.915
C 2.383 -1.013 2.611
C 0.585 -2.642 1.940
C 0.876 -1.205 2.556
C 0.144 -0.870 -1.531
C 0.475 -2.214 -0.693
H -0.860 -0.828 -4.828
H -2.559 1.392 -1.496
H -3.612 1.585 -3.332
H -4.109 0.131 -3.971
H -2.934 0.963 -4.921
H 0.063 -1.926 4.356
H -0.799 -0.560 3.792
H 0.810 -0.164 4.500
H 2.705 -1.507 3.526
H 2.733 -0.011 2.633
H 2.987 -1.458 1.797
H 1.419 -3.242 1.625
H -0.008 -3.252 2.628
H 0.513 -0.476 1.901
H 0.870 -3.120 -1.182

# 7
Below is 2 unconnected molecules or ions with the total composition C12H15O2Se, with properties calculated with wB97M-V/def2-TZVPD.

Net charge ... -1
2S+1 ... 1
Energy above the lowest of the compared OMol25 structures with the same formula, charge and spin ... 119.6 kJ/mol
E_HOMO ... -2.928 eV

Element x y z (Å)
C -5.394 1.500 0.522
C -5.430 0.116 0.735
C -4.375 2.034 -0.252
C -4.353 -0.635 0.355
C -3.303 1.270 -0.701
C -3.235 -0.096 -0.339
C 3.518 1.720 -0.531
C 4.211 -0.878 0.573
C 1.781 -1.262 1.046
C 2.392 -1.344 -1.387
C 2.447 0.812 -0.129
C 2.753 -0.724 0.029
O 4.326 2.250 -1.224
O 3.157 1.806 0.714
Se -1.816 -1.165 -0.778
H -6.209 2.277 0.753
H -6.259 -0.286 1.231
H -4.217 3.091 -0.613
H -4.318 -1.654 0.544
H -2.481 1.781 -1.402
H 5.079 -0.414 -0.047
H 4.555 -1.952 0.518
H 4.145 -0.405 1.517
H 2.012 -0.968 2.168
H 1.808 -2.299 0.923
H 0.718 -0.956 1.009
H 2.259 -2.466 -1.132
H 1.497 -0.981 -1.665
H 3.257 -1.145 -2.018
H 1.473 0.977 -0.420

# 8
Below is C12H15P in the gas phase, with properties calculated with wB97M-V/def2-TZVPD.

2S+1 ... 1
Energy above the lowest of the compared OMol25 structures with the same formula, charge and spin ... 303.3 kJ/mol
E_HOMO (spin up / spin down) ... -7.484 / -7.486 eV

Element x y z (Å)
C 3.438 0.196 0.437
C 2.846 1.303 -0.151
C 2.754 -0.993 0.394
C 1.498 1.292 -0.459
C 1.400 -1.029 0.041
C 0.797 0.139 -0.388
C 0.708 -2.344 -0.086
C -0.580 -2.200 -0.393
C -0.650 0.171 -0.667
C -1.853 -2.895 -0.567
C -2.664 2.079 -0.685
C -0.920 1.483 1.689
P -1.966 0.665 0.465
H 4.456 0.356 0.879
H 3.373 2.227 -0.379
H 3.191 -1.856 0.775
H 0.828 2.091 -0.757
H 1.367 -3.139 0.189
H -0.956 0.043 -1.740
H -1.626 -3.990 -0.427
H -2.117 -2.774 -1.728
H -2.573 -2.387 0.217
H -3.757 1.908 -0.641
H -2.335 1.984 -1.741
H -2.443 2.978 -0.309
H 0.216 1.638 1.424
H -1.015 0.675 2.502
H -1.420 2.378 2.106

# 9
Below is a molecular structure, C12H16, with properties calculated with wB97M-V/def2-TZVPD.

2S+1 ... 1
Energy above the lowest of the compared OMol25 structures with the same formula, charge and spin ... 291.0 kJ/mol
E_HOMO ... -8.155 eV

Element x y z (Å)
C 1.546 -0.628 -0.310
C 1.674 0.795 -0.172
C 2.562 -1.422 -0.567
C 2.618 1.730 -0.049
C 0.113 -0.979 -0.068
C -0.240 1.130 0.069
C -0.904 0.062 -0.678
C -0.711 -0.079 0.783
C -0.168 -2.474 -0.171
C -0.760 2.442 0.396
C -1.873 0.070 -1.753
C -1.457 -0.348 2.064
H 2.462 -2.419 -0.746
H 3.636 -0.993 -0.712
H 2.395 2.822 0.099
H 3.690 1.487 -0.174
H -1.247 -2.700 -0.083
H 0.393 -3.000 0.616
H 0.249 -2.874 -1.097
H -0.168 3.233 0.059
H -0.825 2.539 1.442
H -1.762 2.647 -0.085
H -2.416 -0.915 -1.914
H -1.546 0.411 -2.685
H -2.685 0.747 -1.428
H -0.678 -0.930 2.700
H -2.259 -0.897 1.874
H -1.640 0.544 2.590

# 10
Below is a molecular structure, C12H16AlF4O7S, with properties calculated with wB97M-V/def2-TZVPD.

Net charge ... -1
2S+1 ... 1
E_HOMO ... -8.112 eV

Element x y z (Å)
C -4.872 -1.456 -1.073
C -3.710 -2.212 -0.429
O -2.758 -2.464 -1.067
O -3.904 -2.575 0.862
C -2.993 -1.884 1.762
C -1.698 -2.698 1.869
C -0.519 -1.944 2.538
C -0.372 -0.477 2.106
C -0.338 -0.280 0.564
C 0.199 1.108 0.268
C 0.722 1.501 -0.882
C 0.878 0.739 -2.152
S 2.601 0.513 -2.657
O 3.449 0.242 -1.551
O 2.572 -0.596 -3.583
C 1.136 2.927 -0.715
O 1.641 3.632 -1.487
O 0.839 3.370 0.560
C 0.247 2.290 1.195
O -0.146 2.436 2.285
H -5.172 -0.617 -0.441
H -4.607 -1.157 -2.084
H -5.699 -2.175 -1.138
H -2.855 -0.876 1.357
H -3.435 -1.777 2.755
H -1.346 -3.094 0.914
H -1.931 -3.575 2.488
H -0.738 -1.929 3.618
H 0.422 -2.495 2.448
H -1.183 0.138 2.506
H 0.573 -0.078 2.485
H -1.323 -0.365 0.094
H 0.296 -1.037 0.090
H 0.391 1.329 -2.940
H 0.423 -0.249 -2.081
H 3.039 1.590 -3.382
F 5.490 2.404 -2.601
Al 6.038 2.838 -1.016
F 4.716 3.486 -0.124
F 7.279 4.020 -1.148
F 6.648 1.448 -0.214

# 11
Below is a molecular structure, C12H16BCuN4O2STe, with properties calculated with wB97M-V/def2-TZVPD.

Net charge ... -2
2S+1 ... 1
Energy above the lowest of the compared OMol25 structures with the same formula, charge and spin ... 0.0 kJ/mol
E_HOMO ... -0.790 eV

Element x y z (Å)
Cu -0.281 -1.028 0.999
C 2.666 -1.825 1.137
C 1.514 -1.051 1.796
O 1.770 -0.540 2.883
H 3.551 -1.830 1.782
H 2.915 -1.341 0.188
H 2.342 -2.851 0.925
B -4.670 -2.293 2.024
C -3.248 -1.720 1.612
N -2.208 -1.331 1.294
H -5.521 -1.675 1.413
H -4.804 -2.160 3.225
H -4.686 -3.473 1.713
Te 3.403 1.910 -0.349
C 4.377 2.651 -2.068
C 4.227 3.844 -2.735
C 5.055 3.988 -3.883
C 5.849 2.903 -4.108
S 5.571 1.710 -2.896
H 3.524 4.593 -2.399
H 5.057 4.866 -4.518
H 6.562 2.751 -4.904
C 2.656 -0.800 -3.212
N 1.763 -1.750 -2.555
C 2.113 -3.024 -2.314
C 1.310 -3.871 -1.625
C 0.139 -3.292 -1.051
N -0.198 -2.043 -1.243
C 0.522 -1.243 -2.093
O 0.163 -0.146 -2.459
N -0.674 -4.034 -0.244
H 3.536 -1.334 -3.566
H 2.944 -0.021 -2.502
H 2.139 -0.326 -4.045
H 3.073 -3.331 -2.710
H 1.598 -4.895 -1.440
H -0.258 -4.806 0.246
H -1.352 -3.492 0.280

# 12
Below is 2 unconnected molecules or ions with the total composition C12H16BrN, with properties calculated with wB97M-V/def2-TZVPD.

2S+1 ... 1
Energy above the lowest of the compared OMol25 structures with the same formula, charge and spin ... 230.9 kJ/mol
E_HOMO (spin up / spin down) ... -7.314 / -6.353 eV

Element x y z (Å)
C 1.046 0.731 -0.957
C 0.003 -1.083 0.264
C 1.877 0.770 0.148
C 0.805 -0.899 1.349
C 0.151 -0.385 -0.967
C 1.811 0.058 1.298
C -0.644 -1.008 -1.943
C 3.460 -1.149 2.801
C -2.406 1.557 -0.333
C -3.259 0.914 -2.649
C 2.971 0.227 2.315
C -2.673 0.467 -1.272
N -1.015 -1.997 -2.527
Br -3.611 -1.073 -0.541
H 1.081 1.401 -1.839
H -0.914 -1.658 0.518
H 2.713 1.509 0.141
H 0.596 -1.391 2.213
H 4.152 -0.965 3.613
H 4.027 -1.761 2.049
H 2.687 -1.833 3.272
H -3.258 2.287 -0.410
H -1.446 1.918 -0.765
H -2.456 1.254 0.747
H -3.415 -0.062 -3.215
H -4.148 1.398 -2.487
H -2.422 1.593 -2.975
H 3.773 0.756 1.781
H 2.507 0.691 3.199
H -1.992 -2.266 -2.829

no.,DFT total energy (Eh)
1,-1816.54253
2,-695.60813
3,-1655.66672
4,-778.50914
5,-671.24103
6,-821.86871
7,-3018.12483
8,-807.42513
9,-466.66415
10,-2034.00112
11,-3167.95934
12,-3095.44069